Density functional theory data (wB97M-V/def2-TZVPD) for a structure of composition C30H43ClMoN3O3Si4Te in a non-equilibrium geometry.

Each line ends with the Mulliken charge.
Cartesian coordinates (Å):
Mo  0.11  -2.41  -0.41  0.513
C  -0.78  0.12  3.12  -1.557
C  -0.82  -0.70  1.89  0.901
N  0.23  -1.14  1.26  1.718
N  1.47  -0.82  1.76  -1.180
C  2.35  -1.53  1.12  0.573
O  1.96  -2.35  0.16  -0.783
C  3.78  -1.50  1.46  0.616
C  4.72  -1.77  0.47  -0.400
C  6.07  -1.74  0.79  -0.746
C  6.47  -1.47  2.09  -0.418
C  5.53  -1.21  3.07  -0.681
C  4.18  -1.22  2.76  -0.345
C  -2.05  -1.16  1.29  -0.015
C  -3.32  -0.80  1.71  -0.614
C  -4.42  -1.31  1.05  -0.782
C  -4.22  -2.17  -0.02  -0.923
C  -2.94  -2.50  -0.39  -0.874
N  -1.86  -2.02  0.25  0.960
H  0.23  0.14  3.53  0.356
H  -1.47  -0.27  3.87  0.551
H  -1.08  1.15  2.91  -0.110
H  4.39  -1.99  -0.54  0.484
H  6.81  -1.94  0.02  0.416
H  7.52  -1.47  2.34  0.407
H  5.85  -1.01  4.09  0.417
H  3.43  -1.02  3.52  0.433
H  -3.43  -0.12  2.55  0.475
H  -5.42  -1.04  1.36  0.508
H  -5.05  -2.60  -0.56  0.539
H  -2.75  -3.15  -1.23  0.721
C  1.07  3.10  2.12  -0.867
Si  -0.26  3.63  0.91  0.445
C  -0.21  5.49  0.64  -1.116
C  -1.98  3.10  1.47  -1.112
Si  0.20  2.83  -1.25  -0.199
Te  -0.01  -0.65  -2.21  -0.376
Si  2.48  2.53  -1.86  0.448
C  3.21  4.24  -1.65  -1.162
C  2.64  1.95  -3.62  -0.884
C  3.22  1.31  -0.66  -0.284
Si  -1.63  3.03  -2.74  0.472
C  -2.22  4.80  -2.80  -1.148
C  -2.99  1.95  -2.05  -0.675
C  -0.95  2.44  -4.37  -0.717
H  0.83  3.45  3.13  0.430
H  2.04  3.52  1.84  0.381
H  1.18  2.01  2.15  0.031
H  -0.41  6.00  1.58  0.386
H  -0.96  5.81  -0.09  0.290
H  0.77  5.82  0.29  0.311
H  -1.99  2.91  2.55  0.553
H  -2.33  2.21  0.96  0.067
H  -2.70  3.90  1.29  0.464
H  2.70  4.98  -2.27  0.341
H  4.26  4.23  -1.95  0.404
H  3.17  4.58  -0.61  0.291
H  2.26  2.69  -4.33  0.293
H  2.11  1.01  -3.79  0.214
H  3.69  1.78  -3.85  0.403
H  3.20  1.67  0.37  0.290
H  4.26  1.12  -0.92  0.504
H  2.68  0.37  -0.71  -0.459
H  -2.67  5.12  -1.85  0.292
H  -2.99  4.89  -3.57  0.381
H  -1.42  5.50  -3.05  0.356
H  -3.40  2.36  -1.13  0.261
H  -2.65  0.93  -1.87  -0.054
H  -3.81  1.90  -2.78  0.442
H  -0.23  3.14  -4.79  0.262
H  -1.74  2.26  -5.10  0.416
H  -0.41  1.53  -4.14  0.069
Cl  -4.61  -7.17  2.97  -0.195
C  -3.53  -6.63  1.73  0.386
C  -3.68  -7.11  0.43  -0.663
C  -2.82  -6.67  -0.55  -0.526
C  -1.83  -5.74  -0.26  0.338
C  -1.68  -5.28  1.04  0.300
C  -2.53  -5.72  2.04  -0.929
C  -0.96  -5.28  -1.38  -0.092
O  -0.77  -5.90  -2.38  -0.536
O  -0.42  -4.05  -1.21  -0.473
H  -4.47  -7.82  0.21  0.452
H  -2.90  -7.04  -1.57  0.479
H  -0.89  -4.59  1.30  0.410
H  -2.42  -5.38  3.06  0.446

Computed properties:
HOMO-LUMO gap (alpha / beta): 5.6 / 5.3 eV
total charge: +1
M: 865.03 g/mol
energy relative to the best compared isomer or geometry (same formula, charge and spin): 1.718 eV
DFT total energy: -95600.3254 eV

Density functional theory data (wB97M-V/def2-TZVPD) for a cluster of 2 separate species, C4H10O2 in total.

Each line ends with the Mulliken charge.
Cartesian coordinates (Å):
C  -2.37  0.11  -0.18  -0.848
C  -1.18  -0.27  0.29  0.178
O  -1.02  -0.73  1.55  -0.539
C  0.09  -0.19  -0.54  -0.172
O  1.18  -0.50  0.30  -0.376
C  2.40  -0.60  -0.40  -0.733
H  -3.25  0.07  0.44  0.287
H  -2.47  0.50  -1.19  0.253
H  -0.07  -0.87  1.68  0.421
H  0.03  -0.92  -1.37  0.359
H  0.21  0.81  -0.97  0.319
H  2.33  -1.35  -1.21  0.304
H  2.69  0.36  -0.84  0.283
H  3.16  -0.92  0.31  0.251
H  -0.57  2.37  1.28  0.160
H  -1.15  2.12  0.88  -0.147

Computed properties:
HOMO-LUMO gap: 9.5 eV
total charge: 0
M: 90.12 g/mol
SMILES: C=C(O)COC.[H][H]
energy relative to the best compared isomer or geometry (same formula, charge and spin): 2.542 eV
DFT total energy: -8403.0049 eV

Density functional theory data (wB97M-V/def2-TZVPD) for a structure of composition C21H24Cl3CoGeNSi2 in a non-equilibrium geometry.

Each line ends with the Mulliken spin population.
Cartesian coordinates (Å):
Co  0.72  0.44  -0.17  1.979
C  2.52  -0.18  2.89  -0.002
Si  0.80  0.26  2.13  -0.097
C  0.16  1.59  3.40  -0.009
C  -0.28  -1.27  2.61  0.015
C  -0.54  -1.62  3.93  0.004
C  -1.33  -2.72  4.23  -0.001
C  -1.88  -3.48  3.21  0.001
C  -1.61  -3.15  1.90  0.003
C  -0.81  -2.05  1.59  -0.021
Si  -0.41  -1.56  -0.22  -0.016
C  -2.14  -1.32  -1.09  -0.006
C  0.26  -3.18  -1.06  0.021
H  2.44  -0.36  3.96  -0.002
H  3.23  0.63  2.74  0.003
H  2.94  -1.07  2.43  0.001
H  0.47  1.29  4.39  -0.001
H  -0.92  1.66  3.39  0.001
H  0.58  2.57  3.21  0.002
H  -0.12  -1.04  4.73  0.000
H  -1.53  -2.98  5.26  0.000
H  -2.50  -4.33  3.44  0.000
H  -2.03  -3.75  1.10  0.001
H  -2.72  -2.23  -1.00  -0.001
H  -2.01  -1.10  -2.15  0.000
H  -2.69  -0.50  -0.64  0.002
H  -0.39  -4.01  -0.80  0.000
H  1.26  -3.41  -0.73  0.000
H  0.26  -3.09  -2.14  0.000
C  1.24  -0.41  -4.42  0.011
C  0.51  0.62  -5.01  -0.003
C  -0.13  1.53  -4.19  0.006
C  -0.03  1.39  -2.80  0.048
N  0.67  0.39  -2.25  0.022
C  1.29  -0.48  -3.04  0.010
C  -0.66  2.29  -1.85  -0.137
C  -1.53  3.31  -2.26  -0.015
C  -2.10  4.16  -1.34  0.022
C  -1.83  3.97  0.01  -0.007
C  -0.99  2.96  0.42  -0.013
C  -0.36  2.10  -0.48  0.113
H  1.76  -1.14  -5.02  0.000
H  0.45  0.71  -6.08  0.000
H  -0.68  2.35  -4.63  0.000
H  1.85  -1.26  -2.55  -0.001
H  -1.76  3.44  -3.30  -0.002
H  -2.76  4.96  -1.67  0.002
H  -2.28  4.63  0.75  -0.002
H  -0.83  2.85  1.48  0.002
Cl  4.09  0.74  -2.52  0.000
Ge  3.26  0.45  -0.41  0.049
Cl  4.70  1.88  0.57  0.012
Cl  4.39  -1.48  0.01  0.008

Computed properties:
multiplicity: 3
HOMO-LUMO gap (alpha / beta): 7.3 / 7.8 eV
total charge: -1
M: 584.50 g/mol
⟨S²⟩: 2.096
DFT total energy: -171128.6237 eV

Density functional theory data (wB97M-V/def2-TZVPD) for a structure of composition C29H29ClIN8O4PV in a non-equilibrium geometry.

Each line ends with the Mulliken spin population.
Cartesian coordinates (Å):
V  0.17  -0.08  0.96  -0.008
C  5.68  1.39  1.78  0.000
C  4.95  1.49  2.96  0.000
C  3.56  1.54  2.93  0.000
C  2.90  1.50  1.71  0.000
C  3.63  1.40  0.53  0.000
C  5.01  1.34  0.57  0.000
N  1.48  1.51  1.65  0.000
C  0.83  2.57  2.09  0.000
C  1.39  3.87  2.41  0.000
C  0.56  4.88  2.75  0.000
C  -0.86  4.72  2.83  0.000
C  -1.41  3.51  2.57  0.000
C  -0.57  2.42  2.22  0.000
N  -1.01  1.16  1.96  0.000
N  -2.26  0.88  2.21  0.000
C  -2.45  -0.47  2.07  0.001
C  -3.67  -1.07  2.45  -0.001
C  -3.78  -2.43  2.38  0.002
C  -2.69  -3.21  1.97  -0.004
C  -1.53  -2.56  1.61  -0.003
N  -1.43  -1.22  1.63  0.000
H  6.76  1.34  1.82  0.000
H  5.46  1.52  3.92  0.000
H  2.98  1.60  3.84  0.000
H  3.09  1.37  -0.42  0.000
H  5.57  1.27  -0.36  0.000
H  2.45  4.02  2.33  0.000
H  0.99  5.86  2.95  0.000
H  -1.49  5.56  3.10  0.000
H  -2.48  3.34  2.64  0.000
H  -4.47  -0.43  2.79  0.000
H  -4.70  -2.91  2.67  0.001
H  -2.74  -4.28  1.91  0.000
H  -0.66  -3.09  1.25  0.000
Cl  1.66  -5.38  -3.99  0.012
C  0.79  -4.17  -3.09  -0.002
C  -0.56  -4.06  -3.24  0.095
C  -1.20  -3.04  -2.54  0.947
I  -4.15  -3.67  -1.73  0.121
C  -0.60  -2.16  -1.73  -0.281
O  -1.22  -1.12  -1.16  -0.039
C  0.78  -2.34  -1.48  0.056
N  1.36  -1.56  -0.51  0.002
C  2.64  -1.70  -0.29  0.010
C  3.46  -2.60  -1.00  -0.016
C  2.89  -3.42  -1.93  0.013
C  1.50  -3.32  -2.18  0.007
H  -1.10  -4.74  -3.89  0.026
H  3.07  -1.10  0.50  0.000
H  4.51  -2.65  -0.77  -0.001
H  3.48  -4.15  -2.47  0.001
C  0.20  1.28  -0.69  -0.001
H  0.42  2.33  -0.53  0.000
H  0.76  0.91  -1.56  -0.001
N  -3.75  -1.16  -0.98  0.007
C  -3.38  -0.36  -2.15  0.038
P  -1.67  0.27  -2.26  0.021
O  -0.65  -0.11  -3.33  -0.006
O  -1.28  1.22  -1.04  -0.003
C  -2.29  1.78  -3.30  0.000
N  -1.02  2.32  -3.89  0.000
H  -3.87  -1.95  -1.20  0.010
H  -4.68  -0.91  -0.64  -0.001
H  -3.08  -1.05  -0.22  -0.004
H  -4.05  0.50  -2.26  0.004
H  -3.50  -0.99  -3.04  -0.006
H  -2.80  2.56  -2.73  0.000
H  -2.91  1.46  -4.15  0.000
H  -1.13  2.83  -4.76  0.000
H  -0.52  1.36  -3.98  0.000
H  -0.52  2.88  -3.20  0.000
O  2.00  -1.36  2.72  0.002
N  1.15  -0.95  2.02  0.002

Computed properties:
multiplicity: 2
HOMO-LUMO gap: 6.1 eV
total charge: 0
M: 797.88 g/mol
⟨S²⟩: 0.762
energy relative to the best compared isomer or geometry (same formula, charge and spin): 5.094 eV
DFT total energy: -106248.3679 eV

Density functional theory data (wB97M-V/def2-TZVPD) for an isolated molecule of C20H25N5O3 in a non-equilibrium geometry.

Each line ends with the Mulliken charge.
Cartesian coordinates (Å):
C  4.82  2.14  -0.62  -1.068
N  3.70  1.85  -1.50  -0.015
C  3.91  1.56  -2.82  0.507
O  5.01  1.52  -3.32  -0.662
N  2.77  1.31  -3.57  -0.051
C  1.43  1.31  -3.20  0.020
O  0.55  1.09  -4.00  -0.663
C  1.32  1.62  -1.80  -0.044
C  2.43  1.88  -1.01  1.294
N  2.05  2.16  0.25  -0.788
C  0.73  2.08  0.25  0.681
C  -0.10  2.35  1.45  -1.741
N  -0.72  1.13  1.96  0.552
C  -1.70  1.42  3.00  -0.665
C  -2.35  0.11  3.44  -0.612
O  -1.40  -0.81  3.92  -0.465
C  -0.44  -1.08  2.93  -0.635
C  0.27  0.19  2.48  -0.558
N  0.23  1.75  -0.97  0.196
C  -1.14  1.52  -1.36  -1.474
C  -1.62  0.14  -0.91  0.038
C  -0.82  -0.99  -1.58  -0.702
C  -1.31  -2.33  -1.10  0.047
C  -0.58  -3.05  -0.16  -0.123
C  -1.06  -4.26  0.31  -0.618
C  -2.26  -4.77  -0.15  -0.473
C  -2.99  -4.05  -1.09  -0.657
C  -2.51  -2.84  -1.56  -0.367
H  4.87  1.39  0.17  0.300
H  5.72  2.11  -1.22  0.409
H  4.69  3.12  -0.17  0.322
H  2.96  1.11  -4.55  0.239
H  -0.91  3.04  1.18  0.448
H  0.54  2.83  2.20  0.392
H  -2.46  2.09  2.60  0.361
H  -1.23  1.90  3.88  0.386
H  -3.06  0.28  4.26  0.395
H  -2.89  -0.33  2.58  0.261
H  0.28  -1.77  3.38  0.410
H  -0.92  -1.56  2.07  0.321
H  0.98  -0.04  1.68  0.321
H  0.82  0.63  3.32  0.340
H  -1.18  1.60  -2.44  0.579
H  -1.77  2.29  -0.90  0.381
H  -1.53  0.07  0.17  -0.172
H  -2.67  0.04  -1.18  0.557
H  -0.93  -0.91  -2.66  0.468
H  0.24  -0.88  -1.33  0.352
H  0.36  -2.67  0.19  0.407
H  -0.48  -4.82  1.04  0.392
H  -2.63  -5.71  0.22  0.386
H  -3.93  -4.44  -1.45  0.386
H  -3.08  -2.29  -2.30  0.407

Computed properties:
HOMO-LUMO gap: 9.1 eV
total charge: 0
M: 383.45 g/mol
SMILES: Cn1c(=O)[nH]c(=O)c2c1nc(CN1CCOCC1)n2CCCc1ccccc1
energy relative to the best compared isomer or geometry (same formula, charge and spin): 0.929 eV
DFT total energy: -34740.6490 eV

Density functional theory data (wB97M-V/def2-TZVPD) for an isolated molecule of C5H10O4 in a non-equilibrium geometry.

Each line ends with the Mulliken charge.
Cartesian coordinates (Å):
C  -0.44  1.70  0.21  -1.852
C  -0.06  0.39  -0.40  1.314
C  -1.23  -0.37  -1.12  -1.474
C  1.33  0.28  -1.13  -0.043
O  1.52  -0.65  -1.81  -0.486
C  0.29  -0.58  0.88  0.464
O  1.50  -0.19  1.50  -0.546
O  0.31  -1.90  0.48  -0.633
O  -0.77  -0.43  1.67  -0.569
H  -1.39  1.59  0.87  0.360
H  0.25  2.08  0.86  0.489
H  -0.70  2.54  -0.44  0.382
H  -2.03  0.37  -0.96  0.415
H  -1.44  -1.28  -0.59  0.349
H  -0.79  -0.48  -2.06  0.382
H  2.04  1.13  -0.94  0.354
H  2.10  -0.94  1.40  0.361
H  0.61  -1.88  -0.45  0.371
H  -1.08  -1.39  2.04  0.363

Computed properties:
HOMO-LUMO gap: 10.4 eV
total charge: 0
M: 134.13 g/mol
SMILES: CC(C)(C=O)C(O)(O)O
energy relative to the best compared isomer or geometry (same formula, charge and spin): 2.215 eV
DFT total energy: -13535.6768 eV